Computed, not measured: 12 unconnected molecules or ions with the total composition C18H60N12O12 in a non-equilibrium geometry, with ωB97M-V/def2-TZVPD.

Cartesian coordinates (Å):
N: 4.25325 -0.45695 4.54232
C: 3.21776 -0.33291 3.68119
N: 2.32533 -1.32335 3.71238
O: 3.05012 0.64276 2.94424
H: 5.01697 0.18719 4.44806
H: 4.27948 -1.34422 5.00946
H: 1.62240 -1.19500 3.02747
H: 2.33751 -1.91106 4.51912
N: 2.06880 -2.83283 0.61012
C: 3.03914 -3.20065 -0.24943
N: 3.12270 -2.34218 -1.26173
O: 3.77553 -4.16657 -0.06535
H: 1.62562 -1.93015 0.50764
H: 2.01462 -3.28633 1.50129
H: 3.85152 -2.34193 -1.94885
H: 2.45532 -1.58793 -1.24259
N: 0.12334 0.96259 3.46707
C: -0.23954 1.95869 2.63440
N: 0.58942 3.02463 2.63027
O: -1.32628 1.98730 2.03809
H: -0.58097 0.26853 3.71439
H: 1.02847 0.99893 3.90040
H: 0.35321 3.94077 2.29786
H: 1.51312 2.94594 3.02355
N: 3.83564 1.73500 0.30647
C: 4.44261 1.25119 -0.80704
N: 4.44457 2.15590 -1.82052
O: 5.01005 0.17806 -0.89161
H: 3.51362 2.68565 0.32968
H: 3.82112 1.23709 1.18538
H: 4.87688 2.04563 -2.72100
H: 4.17180 3.12211 -1.74546
N: 0.47496 4.16936 -3.37551
C: 0.59855 5.15500 -4.29653
N: 0.09037 4.82586 -5.51865
O: 1.08442 6.25138 -4.05188
H: 0.67615 4.40867 -2.42341
H: -0.06215 3.38001 -3.69827
H: -0.39860 3.96631 -5.68730
H: 0.17326 5.51222 -6.24588
N: -3.52249 1.48190 0.48444
C: -4.48296 0.60811 0.81241
N: -4.29478 0.00834 2.01980
O: -5.34312 0.26475 -0.01110
H: -3.46018 1.74488 -0.48185
H: -2.86772 1.80574 1.19686
H: -3.46263 0.11043 2.57562
H: -5.01267 -0.56109 2.43124
C: 0.33186 -2.58528 3.35676
C: -1.16177 -2.71651 3.60426
C: -1.62877 -3.64412 4.73462
O: -1.85385 -1.47662 3.71391
H: 0.50029 -1.88106 2.55619
H: 0.78959 -3.53254 3.07855
H: 0.74375 -2.27792 4.30400
H: -1.50627 -3.21381 2.68591
H: -2.45219 -4.33063 4.53197
H: -1.93264 -3.07488 5.61327
H: -0.79406 -4.31982 4.94324
H: -2.79463 -1.66993 3.70545
C: -0.53472 -1.75699 -2.70536
C: -0.90793 -2.91600 -3.62021
C: 0.14305 -3.97993 -3.80032
O: -2.10795 -3.55363 -3.18548
H: -1.33014 -1.01724 -2.71170
H: 0.38195 -1.30252 -3.08469
H: -0.22567 -2.26678 -1.78924
H: -1.25645 -2.49563 -4.57610
H: 1.12142 -3.59202 -4.09556
H: -0.09245 -4.82009 -4.44843
H: 0.32452 -4.34465 -2.78287
H: -2.59129 -2.95404 -2.59645
C: -0.52478 1.45081 -0.76955
C: 0.11646 0.52239 0.25214
C: -0.74678 -0.68166 0.61974
O: 1.36569 0.03572 -0.26961
H: 0.13150 2.32886 -0.83427
H: -1.53719 1.79315 -0.60265
H: -0.52395 1.12064 -1.81136
H: 0.47535 1.05433 1.13998
H: -0.35024 -1.64976 0.90686
H: -1.44801 -0.92983 -0.18245
H: -1.48134 -0.27739 1.32097
H: 1.96795 0.78838 -0.35885
C: 1.52580 1.06684 -3.89826
O: 0.19105 1.23338 -4.42717
H: 1.69435 0.03851 -4.22239
H: 2.23749 1.70348 -4.43189
H: 1.52438 1.35616 -2.85357
H: 0.32359 1.10339 -5.37108
C: -2.45204 4.41567 0.30408
O: -3.37239 4.06344 -0.72909
H: -2.43156 5.50870 0.32842
H: -2.75794 4.03615 1.28041
H: -1.49536 4.00250 -0.00216
H: -4.18552 4.53828 -0.53690
C: -3.75576 -2.80179 -0.37510
O: -3.93109 -2.03147 -1.56437
H: -2.95803 -2.30056 0.18665
H: -4.62767 -2.80099 0.28112
H: -3.42152 -3.81713 -0.58292
H: -4.54160 -1.35533 -1.23575

Computed properties:
E_HOMO = -9.051 eV
Frontier orbital gap = 8.93 eV
Net charge = 0
Lowest unoccupied orbital energy = -0.12 eV
E = -2281.8629 Eh

***

Computed, not measured: a molecular structure, C18H62F3N28O16Ti in a non-equilibrium geometry, with ωB97M-V/def2-TZVPD.

Cartesian coordinates (Å):
Ti: -22.85623 -9.66006 17.39380
C: -21.21360 -7.68589 14.29195
O: -20.54948 -7.92214 15.51718
O: -22.07712 -8.77750 14.27459
C: -21.87925 -6.16269 14.20177
F: -22.81285 -5.98500 13.27875
F: -22.46225 -5.55828 15.36515
F: -20.89194 -5.40934 13.74368
C: -19.13527 -7.68415 15.36232
C: -18.79603 -7.58548 16.82607
H: -18.80465 -8.59319 17.24147
H: -17.80686 -7.14031 16.93308
H: -19.59022 -7.06607 17.36235
H: -18.76681 -6.78875 14.86172
H: -18.57086 -8.50696 14.92353
H: -20.52337 -7.81977 13.45903
C: -25.43948 -1.87285 9.73683
O: -24.22165 -1.95732 9.64094
N: -26.11328 -0.98463 9.09357
N: -26.18110 -2.18102 10.82142
H: -25.61606 -0.35801 8.47695
H: -27.01511 -0.60137 9.33835
H: -27.07891 -1.73315 10.93733
H: -25.83755 -2.72488 11.60007
C: -27.89463 -3.68083 14.70728
O: -26.70831 -3.93499 14.59096
N: -28.33386 -2.98381 15.72515
N: -28.72892 -3.77645 13.84831
H: -27.70089 -2.41239 16.26636
H: -29.34235 -2.92872 15.72057
H: -28.49844 -3.99539 12.88965
H: -29.66121 -3.67819 14.22424
C: -15.22445 -10.61250 17.68620
O: -14.90062 -10.06573 16.59771
N: -14.66931 -10.37249 18.82072
N: -15.93836 -11.66280 17.79760
H: -13.85413 -9.77741 18.85913
H: -14.94791 -10.72443 19.72549
H: -16.14221 -11.91930 18.75297
H: -16.58068 -11.96670 17.07984
C: -26.04365 -8.58074 10.20860
O: -26.80210 -8.83797 9.25697
N: -24.91070 -9.23244 10.40248
N: -26.23863 -7.62135 11.07358
H: -24.78901 -10.08738 9.87870
H: -24.47581 -9.28594 11.31249
H: -25.77000 -7.56090 11.96623
H: -27.04075 -7.09722 10.75426
C: -25.20917 -14.29076 15.69982
O: -25.66463 -14.55103 14.64981
N: -25.61557 -14.85111 16.79203
N: -24.52980 -13.23004 16.00275
H: -26.39632 -15.48126 16.67616
H: -25.40620 -14.46702 17.70238
H: -24.15887 -13.10374 16.93364
H: -24.30476 -12.49954 15.34257
C: -18.08350 -8.07890 9.60279
O: -18.49053 -7.18458 8.87725
N: -17.21874 -7.89926 10.51213
N: -18.46545 -9.34684 9.50183
H: -16.94424 -8.64937 11.13027
H: -17.23117 -6.97556 10.92046
H: -18.96033 -9.68102 8.68726
H: -18.31986 -9.93947 10.30663
C: -19.17151 -12.52754 14.36212
O: -18.09580 -13.04353 14.72414
N: -20.16956 -12.10889 15.09433
N: -19.33515 -12.15405 13.15238
H: -20.73874 -11.40393 14.64804
H: -20.12916 -12.14288 16.10295
H: -20.21204 -11.69863 12.94321
H: -18.72083 -12.58806 12.47833
C: -18.79533 -3.06604 16.87733
O: -18.18263 -3.04439 17.91615
N: -20.08420 -3.15437 16.94203
N: -18.25432 -3.00161 15.67932
H: -20.63218 -3.00079 16.10763
H: -20.69463 -3.42099 17.70124
H: -18.73469 -2.85240 14.80350
H: -17.25349 -3.13419 15.65015
C: -27.14145 -9.25481 16.94866
O: -26.13462 -9.75766 17.42964
N: -27.16700 -8.36646 16.04314
N: -28.38842 -9.63638 17.34560
H: -28.04838 -7.93493 15.80431
H: -26.26346 -7.99923 15.78070
H: -29.20097 -9.29992 16.84896
H: -28.34788 -10.35676 18.05236
C: -17.44424 -5.25676 22.12904
O: -17.23322 -5.70557 23.25243
N: -18.12137 -4.16157 21.99475
N: -16.96972 -5.63744 20.97551
H: -18.35089 -3.69621 21.12824
H: -18.56452 -3.91543 22.86834
H: -16.21036 -6.26415 21.20071
H: -17.23033 -5.20044 20.10304
C: -14.06898 -5.72510 14.21480
O: -14.41648 -4.66948 13.87160
N: -14.04413 -6.10924 15.47488
N: -13.61806 -6.60580 13.34111
H: -13.78187 -7.00932 15.85062
H: -14.20436 -5.37224 16.14664
H: -13.41345 -7.54113 13.66266
H: -13.63083 -6.31581 12.37372
C: -18.68777 -2.76883 11.16277
O: -18.76147 -1.78715 11.87353
N: -19.56732 -3.40851 10.45144
N: -17.53992 -3.36016 11.01604
H: -20.53081 -3.10923 10.49843
H: -19.33351 -4.32574 10.09914
H: -17.45728 -4.03451 10.26869
H: -16.68007 -2.96105 11.36457
C: -23.93787 0.61924 13.57729
O: -23.58008 1.36700 12.66077
N: -24.45726 1.16507 14.65947
N: -23.83440 -0.69052 13.57458
H: -25.07204 0.77486 15.35939
H: -24.28364 2.15899 14.70496
H: -24.38073 -1.25992 14.20497
H: -23.32599 -1.14915 12.83209
C: -22.06545 -7.58181 21.18683
O: -22.29594 -7.45355 19.98446
N: -21.80586 -6.64775 22.02431
N: -21.89479 -8.72670 21.68657
H: -21.80866 -6.62238 23.03398
H: -21.50430 -5.84982 21.48349
H: -21.58956 -8.92357 22.62900
H: -22.13423 -9.50010 21.08272

Computed properties:
E_HOMO (spin up / spin down) = -7.827 / -8.037 eV
Frontier orbital gap (spin up / spin down) = 6.72 / 6.34 eV
<S²> = 3.752
Net charge = 0
Lowest unoccupied orbital energy (spin up / spin down) = -1.11 / -1.69 eV
E = -4609.1516 Eh
Multiplicity = 4

***

Computed, not measured: 13 unconnected molecules or ions with the total composition C18H62N16O18 in a non-equilibrium geometry, with ωB97M-V/def2-TZVPD.

Cartesian coordinates (Å):
C: 0.92346 4.37725 0.57754
C: 0.89562 5.90884 0.66645
O: 1.18149 6.45754 -0.58724
O: -0.08695 4.04115 -0.30186
H: 0.79236 3.97825 1.57131
H: 1.93520 4.06772 0.20157
H: 1.55363 6.31110 1.44918
H: -0.13176 6.19681 0.90923
H: 0.60563 7.20289 -0.79554
H: -0.00941 3.11154 -0.56304
C: -3.75274 4.31490 0.73566
C: -3.09156 3.03244 0.36092
O: -3.89977 1.90652 0.68971
O: -3.97038 4.51151 2.10094
H: -4.65249 4.30350 0.11265
H: -3.08945 5.09271 0.35931
H: -2.14059 2.97323 0.91046
H: -2.83145 2.96229 -0.69379
H: -3.87599 1.24295 0.00042
H: -3.70584 3.71136 2.53715
C: -1.72074 -5.56221 0.87895
C: -1.45978 -6.51978 2.00489
O: -0.50553 -6.03329 2.95403
O: -0.62601 -5.35268 0.00962
H: -2.01433 -4.62306 1.36624
H: -2.48158 -5.85011 0.15529
H: -1.17274 -7.48988 1.59206
H: -2.44372 -6.60242 2.51018
H: -0.97074 -5.70922 3.72159
H: -0.10800 -6.14673 -0.09435
C: -2.37844 -0.11338 3.50992
C: -2.74681 -1.57581 3.79150
O: -3.18059 -1.73861 5.24912
O: -3.49866 0.75109 3.40344
H: -1.88552 -0.09326 2.50392
H: -1.58388 0.23950 4.18886
H: -1.83760 -2.12183 3.56054
H: -3.53234 -1.91090 3.12155
H: -3.82709 -2.46084 5.19787
H: -3.74253 0.83797 2.46225
C: -0.47935 0.13541 -0.70746
C: 0.24889 -0.80761 0.26233
O: -0.50876 -1.86668 0.54537
O: 0.18964 1.30596 -0.98902
H: -1.46424 0.40959 -0.30103
H: -0.64480 -0.37771 -1.66947
H: 0.43653 -0.22399 1.19231
H: 1.23464 -0.98897 -0.18552
H: 0.11892 -2.52884 0.90144
H: 0.70980 1.14191 -1.80978
C: -3.78189 -3.41968 -1.45729
O: -4.92509 -3.24735 -1.89668
N: -2.82099 -4.29637 -1.89127
N: -3.28166 -2.80720 -0.33698
H: -3.04686 -4.94487 -2.61370
H: -1.97658 -4.26308 -1.38965
H: -3.89677 -2.10833 0.02222
H: -2.29426 -2.78610 -0.28181
C: 3.08700 4.82163 -3.51520
O: 2.89797 5.81139 -4.17830
N: 2.25994 4.42819 -2.52770
N: 4.11154 3.94827 -3.77860
H: 2.41564 3.60533 -1.98143
H: 1.49927 4.98483 -2.16481
H: 4.25328 3.26287 -3.05399
H: 4.97362 4.45705 -3.94742
C: 4.41009 1.51842 -0.37414
O: 4.49475 2.72646 -0.12500
N: 3.39754 0.68669 -0.13971
N: 5.39886 0.87290 -1.00749
H: 2.47607 1.07470 0.05320
H: 3.35258 -0.16432 -0.66838
H: 5.43888 -0.12424 -1.01078
H: 6.31168 1.28441 -0.95662
C: 1.00048 1.95370 -4.43848
O: 1.59790 1.46720 -3.48823
N: 1.52170 2.57705 -5.48689
N: -0.38542 1.90855 -4.60865
H: 2.49975 2.72326 -5.52893
H: 1.02402 3.34508 -5.89032
H: -0.87101 1.41442 -3.89242
H: -0.64621 1.71227 -5.55744
C: 2.93592 -2.89938 -1.94930
O: 3.48922 -2.02937 -1.29935
N: 1.98719 -3.65355 -1.39638
N: 3.06736 -3.08074 -3.30665
H: 1.25849 -3.88696 -2.05629
H: 1.79919 -3.53974 -0.41613
H: 2.92341 -4.03925 -3.59308
H: 3.76410 -2.50865 -3.73047
C: -3.61940 0.50411 -3.22825
O: -2.48821 0.13644 -3.03348
N: -4.65615 -0.16325 -2.65694
N: -4.01211 1.59999 -3.93113
H: -5.54889 0.12614 -3.00668
H: -4.52920 -1.01037 -2.14667
H: -3.34898 2.34747 -4.03434
H: -5.00387 1.80009 -3.97431
C: 2.36808 -3.44407 2.42049
O: 1.58750 -3.15192 1.50250
N: 3.45332 -2.74338 2.79691
N: 2.40852 -4.66835 3.01048
H: 3.67915 -2.95913 3.74674
H: 3.43172 -1.83432 2.35704
H: 3.05846 -4.82642 3.75660
H: 1.63828 -5.28587 2.95173
C: 2.77888 0.19456 4.58914
O: 3.66041 -0.00906 3.81768
N: 2.98043 0.79391 5.84341
N: 1.46317 -0.21918 4.42029
H: 2.24895 1.06369 6.47748
H: 3.88133 1.18896 6.04626
H: 0.86742 0.17439 5.11538
H: 1.20679 -0.22803 3.45262

Computed properties:
E_HOMO = -8.921 eV
Frontier orbital gap = 8.93 eV
Net charge = 0
Lowest unoccupied orbital energy = 0.01 eV
E = -2953.6919 Eh

***

Computed, not measured: 18 unconnected molecules or ions with the total composition C18H64ClN2O18 in a non-equilibrium geometry, with ωB97M-V/def2-TZVPD.

Cartesian coordinates (Å):
C: 5.47431 -0.82263 -0.09729
C: 4.67262 0.14078 -1.12741
C: 3.46567 -0.76901 -1.73761
C: 2.04622 -0.51110 -1.03321
C: 1.88206 -1.26504 0.39486
C: 0.44310 -0.95743 1.09264
C: -0.65817 -2.10438 0.83545
C: -1.98853 -1.56360 0.07098
C: -1.45035 -1.08703 -1.39065
C: -2.59996 -0.90216 -2.47980
C: -3.02747 0.60063 -2.81470
C: -1.86476 1.68140 -2.77243
N: -1.52458 2.18562 -1.37410
C: -0.30555 2.93345 -1.31709
C: 0.14298 3.48568 0.08600
C: 1.50115 4.29383 0.30901
C: 2.55154 3.40700 1.17689
O: 3.71879 3.34035 0.75425
Cl: 2.11749 2.56345 2.73300
C: -0.83238 3.18261 1.28588
C: -2.09629 2.32923 0.88003
N: -2.37397 1.85678 -0.41995
H: 6.03368 -1.59857 -0.74531
H: 4.72626 -1.42424 0.53286
H: 6.21447 -0.23649 0.55532
H: 5.38657 0.34435 -2.01439
H: 4.30067 1.10794 -0.65199
H: 3.76377 -1.88286 -1.79098
H: 3.34416 -0.44452 -2.84436
H: 1.89823 0.63325 -0.91005
H: 1.24472 -0.85192 -1.78691
H: 2.71631 -0.82691 1.06376
H: 2.07640 -2.38410 0.26107
H: 0.07282 0.06563 0.74176
H: 0.68415 -0.85673 2.22030
H: -0.91176 -2.56523 1.86614
H: -0.13251 -2.94484 0.25229
H: -2.65719 -2.50843 -0.05381
H: -2.52210 -0.73045 0.63762
H: -0.78652 -1.97893 -1.74807
H: -0.73676 -0.21008 -1.25054
H: -3.54245 -1.43287 -2.06616
H: -2.35344 -1.48032 -3.45180
H: -3.41878 0.59329 -3.90565
H: -3.96276 0.86381 -2.19072
H: -0.89844 1.16300 -3.14411
H: -2.03301 2.54993 -3.50963
H: 0.34097 3.13965 -2.23351
H: 1.96808 4.67386 -0.66896
H: 1.24034 5.18516 1.00063
H: -0.62429 3.53327 2.34754
H: -2.83728 2.07415 1.72208
O: -0.98230 -4.20173 -2.24321
H: -0.49114 -4.83491 -1.70483
H: -1.32925 -4.73530 -2.97246
O: 1.39939 -4.67491 1.06374
H: 2.23897 -4.69810 0.58126
H: 1.65286 -4.83949 1.98359
O: 0.35338 4.05444 5.39004
H: 0.78415 3.63110 4.63811
H: -0.57553 4.11604 5.12595
O: -2.53911 3.28356 4.57023
H: -3.22338 3.51867 3.93125
H: -2.77047 2.38561 4.84152
O: 1.67732 5.01631 -2.99159
H: 2.34341 4.31799 -3.05186
H: 2.01140 5.70925 -3.57740
O: -2.72981 -6.33493 -3.48877
H: -3.42275 -6.13612 -4.13046
H: -2.92523 -7.23684 -3.20564
O: 4.75637 3.91286 4.14811
H: 4.35098 4.78833 4.17562
H: 4.07738 3.35159 3.75151
O: 0.82750 7.30191 -0.96746
H: 1.01564 6.47331 -1.42898
H: 1.66918 7.53670 -0.55527
O: 3.47940 -5.29122 -1.01111
H: 2.62657 -5.65579 -1.28130
H: 3.71349 -4.68672 -1.72755
O: 1.22573 -3.77883 3.73553
H: 1.70109 -2.95323 3.57792
H: 0.54809 -3.53988 4.38187
O: 6.37542 -3.01073 -2.29166
H: 7.05771 -3.69300 -2.33152
H: 6.69720 -2.32325 -2.88852
O: -4.93827 -3.24779 -0.11966
H: -4.49065 -3.66208 -0.86848
H: -5.86934 -3.22777 -0.38590
O: -1.08832 8.48562 1.22238
H: -0.65842 8.06988 0.46447
H: -2.01807 8.53907 0.96341
O: -4.48620 -6.06837 0.81390
H: -4.01538 -5.24098 0.65633
H: -5.16267 -5.83092 1.45907
O: -7.56519 -4.03849 -1.10603
H: -8.25704 -3.83863 -1.74847
H: -7.75865 -4.94224 -0.82646
O: -3.38676 7.30442 -0.26155
H: -4.07638 7.53639 -0.89633
H: -3.60803 6.40425 0.00538
O: -0.74937 -5.14660 5.16180
H: -0.26016 -5.78143 5.69951
H: -1.09304 -5.67520 4.43079

Computed properties:
E_HOMO = -12.187 eV
Frontier orbital gap = 7.39 eV
Net charge = +1
Lowest unoccupied orbital energy = -4.80 eV
E = -2647.7767 Eh